a:
Below is an isolated ion of composition C7H12N3 and charge +1, with properties calculated with ωB97M-V/def2-TZVPD.

Properties
* SMILES: C/C=N/C(=[NH2+])CC=C=CN
* lowest unoccupied orbital energy: -3.7774 eV
* HOMO-LUMO gap: 0.286 Ha
* total charge: +1
* E_HOMO: -11.6 eV

Last column: Mulliken charge in e.
Positions of all 22 atoms, in Å:
1 C -0.9448 -2.1086 2.0077  -1.168
2 C -0.3472 -1.1751 1.1386  0.407
3 N -0.2014 0.0782 1.3993  -0.230
4 C 0.0677 1.3028 1.0203  0.534
5 N 1.1031 2.0904 1.4649  -0.409
6 C -0.9266 1.8388 0.0653  -0.791
7 C -0.5361 1.5254 -1.4763  -0.506
8 C 0.3316 0.5833 -1.7890  -0.013
9 C 1.1066 -0.3836 -2.2383  -0.255
10 N 0.7924 -1.6455 -2.1879  -0.361
11 H -1.8172 -2.6389 1.4419  0.295
12 H -1.2582 -1.7527 2.9351  0.348
13 H -0.2382 -2.9852 2.1970  0.314
14 H -0.0317 -1.4666 0.1279  0.243
15 H 1.4317 2.7933 0.8094  0.255
16 H 1.7992 1.7752 2.1452  0.266
17 H -1.9580 1.6648 0.2618  0.399
18 H -0.7018 2.8312 0.0716  0.379
19 H -1.0602 2.0924 -2.1342  0.528
20 H 2.1707 -0.1989 -2.4965  0.310
21 H 1.3668 -2.2662 -2.7484  0.216
22 H -0.1482 -1.9546 -2.0155  0.238

b:
Below is an isolated ion of composition C7H12N3 and charge +1, with properties calculated with ωB97M-V/def2-TZVPD.

Properties
* SMILES: CC1=CCC([NH3+])=NN=C1C
* lowest unoccupied orbital energy: -3.8226 eV
* HOMO-LUMO gap: 0.326 Ha
* total charge: +1
* E_HOMO: -12.7 eV

Last column: Mulliken charge in e.
Positions of all 22 atoms, in Å:
1 C 0.1364 -1.4880 -1.7938  -1.725
2 C -0.0436 -0.5001 -0.7640  1.027
3 C -0.7816 -0.8094 0.3947  -0.604
4 C -1.2314 0.3003 1.3411  -0.784
5 C 0.0789 0.7853 1.8875  0.274
6 N 0.6298 0.3168 3.1901  -0.204
7 N 0.9950 1.3282 1.1957  -0.275
8 N 0.8824 1.6638 -0.0675  -0.663
9 C 0.5769 0.7559 -0.9550  0.831
10 C 1.0614 1.2380 -2.3252  -1.625
11 H -0.7336 -1.8815 -2.3902  0.293
12 H 0.4928 -2.4168 -1.3442  0.385
13 H 0.8726 -1.3438 -2.5987  0.325
14 H -1.1456 -1.7743 0.5571  0.522
15 H -1.6917 1.0744 0.7322  0.276
16 H -1.9160 0.0279 2.1650  0.419
17 H 0.0601 -0.4817 3.6963  0.407
18 H 0.5457 1.1054 3.8285  0.372
19 H 1.6201 0.2569 2.9444  0.389
20 H 0.3913 1.0395 -3.0864  0.458
21 H 1.8862 0.6650 -2.5877  0.420
22 H 1.2262 2.2163 -2.2073  0.480

c:
Below is an isolated ion of composition C7H12N3 and charge +1, with properties calculated with ωB97M-V/def2-TZVPD.

Properties
* SMILES: C=[NH+]/C=C(C)/C=C\N=C/N
* lowest unoccupied orbital energy: -4.6593 eV
* HOMO-LUMO gap: 0.238 Ha
* total charge: +1
* E_HOMO: -11.1 eV

Last column: Mulliken charge in e.
Positions of all 22 atoms, in Å:
1 C -1.0779 -2.8620 1.4069  -0.368
2 N -0.2673 -1.7583 1.4212  -0.062
3 C -0.1017 -0.6835 0.5242  -0.421
4 C -0.0462 -0.7449 -0.8606  1.255
5 C -0.6569 -1.8437 -1.7490  -1.355
6 C 0.5586 0.3546 -1.6239  -0.865
7 C 1.2761 1.4184 -1.0796  -0.094
8 N 1.1732 1.8597 0.1506  -0.400
9 C 0.9040 2.6205 1.1079  0.109
10 N -0.0938 3.5337 1.0415  -0.390
11 H -1.1069 -3.6519 2.1034  0.304
12 H -1.8663 -2.8935 0.6940  0.346
13 H 0.1523 -1.5809 2.4201  0.333
14 H 0.3627 0.1496 1.1352  0.077
15 H 0.0837 -1.9360 -2.5744  0.345
16 H -1.5143 -1.5329 -2.2656  0.374
17 H -0.8190 -2.9302 -1.4021  0.327
18 H 0.7064 0.1778 -2.7332  0.240
19 H 1.9310 1.8992 -1.7726  0.400
20 H 1.5052 2.6959 2.0031  0.399
21 H -0.4692 3.9921 1.8523  0.224
22 H -0.6339 3.7161 0.2006  0.222

Quick one: most stable of them? a

a:
Below is an isolated ion of composition C5H11N2S and charge +1, with properties calculated with ωB97M-V/def2-TZVPD.

Properties
* SMILES: CC(C)=CS/[NH+]=C/N
* lowest unoccupied orbital energy: -3.8226 eV
* HOMO-LUMO gap: 0.336 Ha
* total charge: +1
* E_HOMO: -13.0 eV

Last column: Mulliken charge in e.
Positions of all 19 atoms, in Å:
1 C 2.5910 0.7447 -0.5890  -1.212
2 C 1.4989 -0.1656 -0.1306  0.996
3 C 1.6327 -0.7656 1.1970  -1.183
4 C 0.5037 -0.4636 -0.9410  -0.737
5 S -0.9038 -1.4761 -0.6176  -0.004
6 N -2.0502 -0.2398 -0.1470  -0.262
7 C -3.3673 -0.3341 -0.1937  0.254
8 N -4.1587 0.5939 0.3728  -0.387
9 H 3.1701 1.2267 0.2172  0.357
10 H 3.3786 -0.0270 -0.9999  0.285
11 H 2.2129 1.6533 -1.2193  0.351
12 H 0.6199 -1.0976 1.5322  0.356
13 H 2.1550 -0.1340 2.0173  0.344
14 H 2.1722 -1.6778 0.9976  0.319
15 H 0.5882 -0.1104 -2.0639  0.315
16 H -1.5642 0.5539 0.3836  0.329
17 H -3.7671 -1.0819 -0.8510  0.344
18 H -5.1679 0.2496 0.5125  0.291
19 H -3.7854 1.5163 0.4751  0.245

b:
Below is C5H11N2S as an isolated structure, with properties calculated with ωB97M-V/def2-TZVPD.

Properties
* lowest unoccupied orbital energy: -3.2560 eV
* HOMO-LUMO gap: 0.323 Ha
* total charge: +1
* E_HOMO: -12.0 eV

Last column: Mulliken charge in e.
Positions of all 19 atoms, in Å:
1 C 0.2062 0.4935 1.3344  -1.129
2 C 1.3978 0.9372 0.4705  -0.025
3 C -0.3445 -0.6759 -0.2067  0.740
4 C -1.6469 -1.2675 0.2086  -1.549
5 C -0.1782 0.4255 -1.2733  -0.791
6 N 0.8299 -1.5315 -0.1606  -0.343
7 N 0.6420 1.5648 -0.6803  -0.062
8 S 2.2338 -0.6121 0.0339  -0.009
9 H 0.3478 -0.2236 2.0965  0.460
10 H 2.2754 1.5298 0.8165  0.383
11 H -2.4274 -0.7547 -0.2154  0.429
12 H -1.7187 -1.1891 1.2254  0.387
13 H -1.7130 -2.3252 -0.0369  0.442
14 H -1.2886 0.8065 -1.3051  0.318
15 H 0.0794 -0.1107 -2.2189  0.343
16 H 0.6933 -2.4889 0.2115  0.297
17 H -0.0085 2.2129 -0.3402  0.335
18 H 1.1915 2.0196 -1.4311  0.374
19 H -0.5713 1.1893 1.4713  0.401

Quick one: most stable of them? a

a:
Below is a 11-piece molecular cluster, H24NO10 overall, with properties calculated with ωB97M-V/def2-TZVPD.

Properties
* lowest unoccupied orbital energy: -3.1004 eV
* HOMO-LUMO gap: 0.346 Ha
* total charge: +1
* E_HOMO: -12.5 eV

Last column: Mulliken charge in e.
Positions of all 35 atoms, in Å:
1 N -8.3569 -11.8457 -3.4951  0.082
2 H -8.7361 -12.4250 -4.2559  0.467
3 H -7.5715 -12.3577 -3.0792  0.158
4 H -8.9930 -11.7349 -2.6943  0.240
5 H -8.0765 -10.9142 -3.8278  0.159
6 O -8.0554 -9.7152 -5.3231  -0.619
7 H -7.7893 -9.8156 -6.2441  0.304
8 H -7.8087 -8.8125 -5.0918  0.290
9 O -9.4346 -13.2093 -5.8155  -0.648
10 H -10.1089 -13.6916 -6.3056  0.286
11 H -8.8885 -12.7984 -6.4942  0.285
12 O -7.4275 -15.5902 -2.0067  -0.646
13 H -7.4088 -14.7754 -1.4939  0.345
14 H -6.8750 -15.3896 -2.7749  0.328
15 O -7.2926 -9.1324 -2.4097  -0.521
16 H -7.4223 -8.1829 -2.3146  0.273
17 H -7.2403 -9.4645 -1.5077  0.276
18 O -6.9695 -12.9207 -1.0590  -0.583
19 H -7.2197 -13.0007 -0.1314  0.280
20 H -6.1469 -12.3965 -1.0353  0.315
21 O -10.8079 -13.4110 -2.4689  -0.615
22 H -10.6644 -12.7715 -1.7577  0.354
23 H -11.5323 -13.0532 -2.9914  0.305
24 O -6.5860 -14.1743 -4.3269  -0.603
25 H -5.7355 -13.7284 -4.4184  0.290
26 H -6.8314 -14.4204 -5.2254  0.284
27 O -5.2291 -11.0374 -4.3030  -0.654
28 H -4.3754 -10.6212 -4.4776  0.306
29 H -5.8721 -10.3192 -4.3713  0.304
30 O -9.9526 -11.0963 -1.0326  -0.620
31 H -9.5329 -11.0207 -0.1687  0.271
32 H -10.7156 -10.5074 -0.9907  0.282
33 O -4.4930 -11.8091 -1.7461  -0.726
34 H -4.0536 -12.6634 -1.8187  0.354
35 H -4.7455 -11.5592 -2.6567  0.397

b:
Below is a 11-piece molecular cluster, H24NO10 overall, with properties calculated with ωB97M-V/def2-TZVPD.

Properties
* lowest unoccupied orbital energy: -3.2179 eV
* HOMO-LUMO gap: 0.351 Ha
* total charge: +1
* E_HOMO: -12.8 eV

Last column: Mulliken charge in e.
Positions of all 35 atoms, in Å:
1 N 0.3149 -0.4511 0.1719  -0.075
2 H -0.5817 0.2020 0.1937  0.272
3 H 0.7037 -0.5700 1.0209  0.341
4 H 0.9351 -0.1814 -0.4944  0.288
5 H 0.0270 -1.3675 0.0429  0.179
6 O 1.3288 2.5887 -0.0895  -0.521
7 H 1.6805 2.2740 0.7135  0.306
8 H 0.5333 2.9879 0.2407  0.203
9 O -1.9400 0.8854 -2.2597  -0.610
10 H -2.4961 1.2804 -1.6050  0.205
11 H -2.2996 0.9974 -3.1643  0.314
12 O 0.0067 1.0284 3.3268  -0.552
13 H 0.8082 1.0372 3.7505  0.294
14 H -0.1406 0.1536 3.4849  0.260
15 O -1.1569 -3.0620 1.3498  -0.489
16 H -1.7238 -3.1022 2.0639  0.262
17 H -0.5644 -3.6965 1.4553  0.243
18 O 3.3958 0.5478 -1.1734  -0.628
19 H 4.2613 0.7423 -0.6808  0.325
20 H 3.0162 1.4158 -1.2280  0.316
21 O -2.9657 -0.3506 0.4628  -0.589
22 H -3.4612 0.3978 0.1101  0.260
23 H -3.1580 -0.1716 1.4628  0.342
24 O -1.7258 2.8545 0.0710  -0.627
25 H -1.5566 2.9276 1.1176  0.347
26 H -2.6447 2.9082 -0.0568  0.284
27 O 0.4062 1.1553 -3.6985  -0.685
28 H -0.3825 1.0503 -2.8241  0.399
29 H 0.9713 1.8716 -3.3165  0.314
30 O 2.1910 -2.4455 1.7736  -0.589
31 H 2.0878 -2.6675 2.6146  0.276
32 H 3.2609 -2.4396 1.9570  0.326
33 O 0.0635 -2.7432 -1.9716  -0.575
34 H 0.0540 -2.6509 -2.8835  0.280
35 H 0.7516 -3.4063 -1.9382  0.303

Quick one: most stable of them? a